Entry 1:
A 2-piece molecular cluster, C6H13P overall. Source: the OMol25 dataset; level of theory: ωB97M-V with the def2-TZVPD basis set.

largest force on an atom = 3.9 eV/A
relative energy (zero: lowest compared OMol25 entry of this formula, charge and spin) = 1.887 eV
highest occupied orbital energy = -8.2991 eV
spin multiplicity = 1

Cartesian coordinates (Å):
C 0.885 0.830 -0.065
C 0.450 2.205 0.231
C -1.896 0.286 -0.759
C -0.986 -0.855 1.310
C 2.266 -1.537 -0.634
C -0.769 -0.475 -0.126
P 2.433 0.293 -0.309
H 1.308 2.854 0.402
H -0.182 2.223 1.118
H -0.128 2.611 -0.601
H -1.639 0.624 -1.761
H -2.179 1.148 -0.155
H -2.772 -0.368 -0.833
H -1.720 -1.665 1.377
H -1.370 -0.009 1.881
H -0.062 -1.194 1.779
H 1.778 -1.708 -1.591
H 3.267 -1.966 -0.674
H 1.704 -2.023 0.159
H -0.390 -1.275 -0.747



Entry 2:
A 9-piece molecular cluster, C36H66O21S6 overall. Source: the OMol25 dataset; level of theory: ωB97M-V with the def2-TZVPD basis set.

largest force on an atom = 16.7 eV/A
SMILES string = C[C@H]1COC(=O)O1.C[C@H]1COC(=O)O1.C[C@H]1COC(=O)O1.O=S1(=O)CCCC1.O=S1(=O)CCCC1.O=S1(=O)CCCC1.O=S1(=O)CCCC1.O=S1(=O)CCCC1.O=S1(=O)CCCC1
relative energy (zero: lowest compared OMol25 entry of this formula, charge and spin) = 16.271 eV
highest occupied orbital energy = -10.0317 eV
spin multiplicity = 1

Cartesian coordinates (Å):
C 32.119 2.869 13.249
C 31.421 1.494 13.480
C 29.964 1.412 12.971
O 30.053 0.202 12.248
C 31.283 -0.310 12.177
O 31.601 -1.355 11.673
O 32.172 0.492 12.672
H 33.070 3.155 13.822
H 31.579 3.725 13.668
H 32.303 3.096 12.376
H 31.393 1.316 14.630
H 29.738 1.976 12.247
H 29.093 1.235 13.606
C 28.271 5.820 14.459
C 28.634 5.218 15.811
C 27.904 3.781 15.977
O 28.930 2.945 16.309
C 30.062 3.535 16.293
O 31.117 3.030 16.497
O 29.939 4.848 16.047
H 27.244 5.667 14.042
H 28.872 5.198 13.714
H 28.694 6.784 14.069
H 28.098 5.915 16.535
H 27.488 3.471 14.997
H 27.120 3.846 16.494
C 30.965 10.450 20.444
C 30.899 8.911 20.426
C 30.032 8.240 21.576
O 28.854 7.713 20.880
C 29.037 7.918 19.520
O 28.230 7.523 18.649
O 30.098 8.647 19.262
H 31.247 10.953 21.499
H 30.003 10.893 20.695
H 31.153 10.627 19.388
H 31.966 8.375 20.313
H 29.557 9.108 22.110
H 30.391 7.474 22.115
O 31.087 4.494 23.211
S 30.725 3.475 22.228
O 30.374 2.189 22.761
C 29.483 4.089 21.054
C 30.158 4.200 19.745
C 31.291 3.119 19.743
C 32.063 3.368 21.089
H 29.078 5.029 21.363
H 28.611 3.469 21.121
H 29.133 3.992 18.984
H 30.499 5.086 19.586
H 32.111 3.461 18.832
H 31.171 2.161 19.647
H 32.522 4.340 20.929
H 32.809 2.640 21.372
O 33.918 8.404 17.870
S 33.360 7.045 17.818
O 33.102 6.435 19.086
C 31.859 7.331 16.961
C 32.335 7.328 15.599
C 33.307 6.141 15.382
C 34.177 6.055 16.588
H 31.278 8.275 17.181
H 30.980 6.493 17.234
H 31.556 7.275 15.032
H 32.850 8.228 15.168
H 34.009 6.244 14.528
H 32.705 5.328 15.353
H 35.245 6.423 16.234
H 34.215 5.143 17.168
O 29.886 9.594 13.898
S 28.615 9.769 14.495
O 27.533 8.978 14.033
C 28.687 9.767 16.269
C 28.350 11.034 16.901
C 27.621 11.827 15.963
C 28.237 11.575 14.608
H 29.777 9.417 16.367
H 28.109 8.846 16.263
H 27.713 10.581 17.769
H 29.272 11.515 17.159
H 27.773 12.917 16.234
H 26.720 11.398 16.148
H 29.228 11.988 14.436
H 27.616 11.952 13.538
O 25.330 5.284 16.424
S 23.934 5.130 16.713
O 23.331 5.526 18.052
C 23.142 5.617 15.282
C 22.550 4.274 14.538
C 23.442 3.167 15.032
C 23.754 3.393 16.507
H 23.852 6.116 14.632
H 22.169 6.159 15.447
H 21.537 4.236 15.111
H 22.452 4.261 13.445
H 24.486 3.186 14.711
H 22.902 2.172 14.881
H 24.712 2.923 16.784
H 22.733 3.089 17.044
O 25.654 5.510 8.895
S 26.246 5.765 10.142
O 27.116 6.957 10.296
C 25.019 5.595 11.412
C 24.877 4.035 11.300
C 26.266 3.270 11.048
C 27.276 4.411 10.608
H 24.197 6.178 11.479
H 25.636 5.754 12.342
H 24.434 3.673 11.942
H 24.182 3.820 10.326
H 26.068 2.630 10.187
H 26.359 2.987 12.103
H 27.892 3.984 9.734
H 27.961 4.788 11.268
O 30.349 4.985 11.213
S 31.287 5.995 10.894
O 32.696 5.605 10.820
C 30.887 6.542 9.264
C 30.456 8.022 9.351
C 31.124 8.546 10.682
C 31.096 7.501 11.831
H 30.148 6.093 8.799
H 31.849 6.641 8.845
H 30.513 8.734 8.637
H 29.401 7.845 9.543
H 30.754 9.562 10.929
H 32.156 8.670 10.623
H 30.260 7.435 12.247
H 31.966 7.783 12.372



Entry 3:
One molecule with the formula C23H30N2O5S. Source: the OMol25 dataset; level of theory: ωB97M-V with the def2-TZVPD basis set.

largest force on an atom = 1.1 eV/A
SMILES string = O=C(COC(=O)[C@]12C[C@H]3C[C@H](C[C@H](C3)C1)C2)N1CCN(S(=O)(=O)c2ccccc2)CC1
relative energy (zero: lowest compared OMol25 entry of this formula, charge and spin) = 0.000 eV
highest occupied orbital energy = -8.8830 eV
spin multiplicity = 1

Cartesian coordinates (Å):
O 0.035 3.947 -2.297
C 0.306 3.098 -1.474
C 0.471 3.492 -0.001
O -0.102 2.592 0.943
C -1.362 2.189 0.697
O -1.975 2.525 -0.280
C -1.901 1.307 1.808
C -3.165 0.591 1.326
C -3.746 -0.240 2.467
C -2.717 -1.275 2.918
C -1.458 -0.559 3.405
C -1.809 0.354 4.578
C -2.839 1.387 4.125
C -4.100 0.675 3.639
C -2.254 2.226 2.989
C -0.868 0.272 2.265
N 0.517 1.805 -1.802
C 1.059 0.761 -0.966
C 2.301 0.162 -1.646
N 2.023 -0.278 -2.994
S 1.279 -1.790 -3.069
O 0.725 -1.933 -4.381
O 0.423 -2.020 -1.935
C 2.725 -2.831 -2.915
C 3.645 -2.821 -3.946
C 4.780 -3.608 -3.845
C 4.980 -4.390 -2.717
C 4.049 -4.392 -1.690
C 2.912 -3.607 -1.789
C 1.431 0.763 -3.813
C 0.192 1.352 -3.141
H 1.529 3.564 0.262
H 0.005 4.477 0.101
H -2.918 -0.051 0.478
H -3.891 1.329 0.980
H -4.649 -0.751 2.117
H -3.131 -1.886 3.724
H -2.469 -1.939 2.087
H -0.717 -1.299 3.727
H -0.910 0.859 4.941
H -2.215 -0.238 5.401
H -3.090 2.047 4.963
H -4.844 1.410 3.325
H -4.531 0.088 4.453
H -1.355 2.745 3.330
H -2.979 2.976 2.665
H 0.040 0.777 2.601
H -0.607 -0.382 1.430
H 1.336 1.142 0.015
H 0.315 -0.035 -0.851
H 2.652 -0.702 -1.081
H 3.101 0.909 -1.695
H 3.451 -2.207 -4.810
H 5.506 -3.614 -4.643
H 5.865 -5.004 -2.640
H 4.207 -5.006 -0.817
H 2.160 -3.591 -1.015
H 1.164 0.307 -4.766
H 2.187 1.538 -3.973
H -0.190 2.208 -3.698
H -0.580 0.577 -3.073



| no. | orbital gap (eV) |
| --- | --- |
| 1 | 9.33 |
| 2 | 9.96 |
| 3 | 9.35 |